52
Properties=species:S:1:pos:R:3:forces:R:3:lowdin_charge:R:1 method="wB97M-V/def2-TZVPD" energy_ev=-136309.209 orbital_gap_ev="5.0 / 4.9" spin_multiplicity=2 de_lowest_ev=0.021 lumo_ev="-5.97 / -6.07" fmax_ev_per_a=4.03 charge=+1
O 0.352412 -0.393553 -6.518920 -0.1 0.2 0.3 0.17
C -0.108312 0.101007 -5.601578 0.1 -0.4 -0.8 -0.12
Cr -0.834366 0.919852 -4.082508 0.0 -0.4 1.1 0.15
C -1.656837 -0.674945 -3.565010 -0.2 -0.3 -0.6 -0.14
O -2.148920 -1.647672 -3.233207 -0.1 -0.1 0.2 0.15
C -2.384849 1.445109 -4.987119 -0.6 -0.1 -0.7 -0.13
O -3.330389 1.784080 -5.524102 0.2 0.0 0.2 0.17
C 0.207772 2.807483 -4.170406 0.2 0.6 -0.1 -0.10
C 1.147855 1.784922 -3.874498 -0.1 0.2 0.7 -0.11
C 0.909399 0.898813 -2.801318 0.8 -0.1 0.0 -0.10
C -0.273521 1.024285 -1.993384 0.2 1.0 -0.7 -0.34
C -0.531279 0.110411 -0.972992 -0.8 -2.2 1.0 0.11
C -0.826649 -0.846431 -0.220011 1.2 3.2 -2.1 0.05
C -1.182898 -1.929112 0.456515 -0.3 -1.3 0.3 0.04
C -0.601079 -3.213147 0.288180 0.3 -0.2 0.0 -0.20
C -1.056144 -4.295996 1.057124 -0.2 0.2 0.2 0.00
C -0.462389 -5.529504 0.956943 -0.2 -0.2 0.2 -0.04
C 0.591324 -5.719803 0.079437 0.1 -0.1 0.1 -0.02
C 1.037411 -4.677872 -0.716620 0.1 0.2 -0.3 -0.04
C 0.444695 -3.442152 -0.623248 0.1 0.1 -0.1 0.02
C -1.208012 2.070061 -2.304824 -0.3 0.7 0.4 -0.06
C -0.957644 2.957540 -3.373471 0.4 -0.2 0.4 -0.12
H 0.411710 3.523054 -4.969437 -0.1 -0.4 0.2 0.14
H 2.074367 1.709583 -4.451689 -0.5 -0.1 0.1 0.15
H 1.652147 0.147068 -2.526238 -0.3 0.2 -0.2 0.13
H -1.998864 -1.835114 1.152351 -0.3 0.0 0.3 0.14
H -1.882546 -4.146254 1.728811 -0.2 0.0 0.2 0.12
H -0.823170 -6.353495 1.554702 0.0 0.0 0.0 0.12
H 1.068140 -6.684509 0.015763 0.0 -0.1 0.0 0.12
H 1.843465 -4.841719 -1.416223 0.0 0.0 0.0 0.12
H 0.767440 -2.638427 -1.260825 0.2 0.2 -0.1 0.12
H -2.104479 2.173343 -1.692781 0.3 0.0 -0.3 0.15
H -1.675595 3.749238 -3.598762 0.2 -0.4 0.0 0.14
Cl 5.111234 0.531162 2.631118 -0.1 0.5 -0.1 -0.04
Zn 3.396422 1.807124 2.079525 0.6 -1.0 -0.9 0.24
Cl 2.333720 1.548740 0.166985 0.0 0.4 0.2 0.02
C 2.233007 1.385832 3.714464 -2.8 -1.9 1.9 -0.21
C 1.829454 -0.011959 3.395210 2.4 0.5 -0.4 -0.12
C 0.502527 -0.193040 3.379347 -1.4 1.1 0.0 0.02
C -0.129207 1.096464 3.692409 -0.1 -0.4 -0.3 -0.17
C 0.896355 2.033125 3.868594 0.1 0.7 -0.1 -0.21
C 0.588915 3.345617 4.172187 0.7 -0.6 -0.1 0.00
C -0.737242 3.710431 4.312023 -0.9 0.1 0.1 -0.05
C -1.750274 2.778685 4.150378 -0.1 0.8 0.1 -0.06
C -1.459883 1.465011 3.839366 0.7 -0.7 -0.3 0.00
H 2.821544 1.450519 4.635516 0.8 0.3 -0.6 0.13
H 2.544759 -0.780764 3.147627 0.2 -0.1 0.2 0.09
H -0.015566 -1.110537 3.159832 0.0 -0.2 0.1 0.11
H 1.377939 4.063575 4.306015 0.2 0.3 0.0 0.12
H -0.987448 4.730221 4.554375 0.0 0.1 0.0 0.11
H -2.777714 3.081816 4.269556 -0.1 0.1 0.0 0.11
H -2.238737 0.731834 3.714820 -0.2 -0.1 0.1 0.11